{
  "formula": "C7H12O",
  "method": "ωB97M-V/def2-TZVPD",
  "elements": ["C", "C", "C", "C", "C", "C", "C", "H", "H", "H", "H", "H", "H", "H", "H", "H", "H", "H", "H", "O"],
  "xyz": [[2.123665, -0.463996, -1.113754], [0.606307, -1.553241, -1.171480], [1.622482, -1.796077, 1.156368], [1.665015, -1.403825, -0.194612], [0.355529, 0.931206, 0.300170], [-0.600057, 1.383322, 1.156410], [-2.048599, 1.366675, 0.770365], [3.025572, -0.611988, -1.564142], [0.385573, -1.241217, -2.153472], [-0.363872, -1.594773, -0.664608], [0.716062, -2.184117, 1.572030], [2.349761, -1.394864, 1.812628], [1.244698, 0.588550, 0.762113], [-0.321668, 1.814799, 2.138073], [-2.107638, 1.223694, -0.360869], [-2.629671, 2.213416, 1.188997], [-2.458135, 0.451659, 1.200887], [-2.259488, 0.763362, -2.327534], [0.247710, 0.982729, -0.773357], [-1.553245, 0.524685, -1.734210]],
  "forces_ev_per_a": [[-2.2, -0.5, 2.7], [-1.4, 1.7, 1.2], [-0.1, 1.1, -3.8], [1.0, -1.3, 3.3], [-1.9, 1.4, 1.0], [0.1, 0.5, -0.9], [0.0, 0.8, 0.3], [2.4, -0.6, -2.3], [0.5, -0.3, -1.9], [-0.2, -0.1, 0.0], [-0.2, -0.6, -0.1], [0.6, 0.3, 0.5], [1.2, 0.1, 0.1], [-0.1, -0.8, -0.3], [0.1, 0.1, 0.7], [0.3, -0.4, -0.1], [-0.3, -0.1, -0.1], [-0.4, 0.0, -0.6], [-0.6, -0.5, 0.3], [0.9, -0.7, 0.1]],
  "lumo_ev": -3.13,
  "energy_ha": -348.678402
}

{
  "formula": "C43H74FN7O10S2",
  "method": "ωB97M-V/def2-TZVPD",
  "elements": ["C", "C", "C", "O", "C", "C", "C", "C", "N", "S", "N", "C", "C", "S", "O", "O", "F", "C", "C", "C", "O", "C", "C", "O", "C", "C", "C", "C", "C", "C", "C", "C", "C", "C", "C", "C", "C", "C", "H", "H", "H", "H", "H", "H", "H", "H", "H", "H", "H", "H", "H", "H", "H", "H", "H", "H", "H", "H", "H", "H", "H", "H", "H", "H", "H", "H", "H", "H", "H", "H", "H", "H", "H", "H", "H", "H", "H", "C", "C", "O", "N", "C", "H", "H", "H", "H", "H", "H", "H", "C", "C", "O", "N", "C", "H", "H", "H", "H", "H", "H", "H", "C", "C", "O", "N", "C", "H", "H", "H", "H", "H", "H", "H", "C", "C", "O", "N", "C", "H", "H", "H", "H", "H", "H", "H", "C", "C", "O", "N", "C", "H", "H", "H", "H", "H", "H", "H"],
  "xyz": [[2.522015, -4.351961, 1.945958], [1.086812, -4.869332, 2.130724], [0.026861, -3.944780, 1.522255], [-0.859313, -4.683269, 0.700210], [-2.206467, -4.268021, 0.674539], [-2.568890, -3.775802, -0.715325], [-2.352193, -4.654621, -1.729002], [-2.562467, -4.262440, -3.072249], [-2.341357, -5.008003, -4.162357], [-2.665217, -4.060851, -5.416436], [-3.089815, -2.710528, -4.681961], [-3.011112, -2.938642, -3.367766], [-3.278055, -2.035673, -2.287000], [-3.704949, -0.363674, -2.657707], [-4.708911, 0.147676, -1.791960], [-2.498909, 0.353118, -2.895440], [-4.409016, -0.540101, -4.038461], [-3.073221, -2.445027, -0.977496], [-3.282873, -1.536470, 0.212098], [-1.943704, -1.004887, 0.735461], [-1.804056, 0.346548, 0.360813], [-0.516103, 0.667144, -0.146037], [-0.261824, 2.157246, 0.069024], [0.356112, 2.789465, -1.043875], [1.435664, 2.082717, -1.534087], [2.593104, 1.930837, -0.789698], [3.633992, 1.174295, -1.293967], [3.559240, 0.546774, -2.541426], [4.722787, -0.313712, -3.041069], [5.731894, 0.659937, -3.714486], [5.448984, -0.996916, -1.865195], [4.307941, -1.323495, -4.128360], [3.577838, -2.639897, -3.743861], [2.780215, -3.083396, -4.992187], [4.558155, -3.779956, -3.414169], [2.578009, -2.502572, -2.590047], [2.398558, 0.755788, -3.286321], [1.349370, 1.512536, -2.793383], [2.541148, -3.263979, 1.875745], [3.158463, -4.631272, 2.783138], [2.963342, -4.740683, 1.029343], [0.898616, -4.974053, 3.198346], [0.981557, -5.855032, 1.683672], [0.531621, -3.176749, 0.925215], [-0.524058, -3.440226, 2.318851], [-2.419723, -3.525171, 1.439152], [-2.825552, -5.135947, 0.911201], [-1.967569, -5.643215, -1.523245], [-3.758608, -2.128135, 0.994968], [-3.951987, -0.717036, 0.002920], [-1.135664, -1.620838, 0.334942], [-1.896278, -1.087080, 1.826609], [-0.491844, 0.415963, -1.209305], [0.254980, 0.090082, 0.370205], [-1.202091, 2.664817, 0.268067], [0.358629, 2.280043, 0.963707], [2.665902, 2.369245, 0.198047], [4.519420, 1.052982, -0.687223], [5.748251, 1.623758, -3.212762], [5.501924, 0.789378, -4.771322], [6.734665, 0.230545, -3.662831], [4.786962, -1.191644, -1.025507], [6.240198, -0.344633, -1.491991], [5.930677, -1.917265, -2.181549], [5.240557, -1.613513, -4.623280], [3.734805, -0.803377, -4.893581], [3.448916, -3.463729, -5.764290], [2.246970, -2.233076, -5.422424], [2.033260, -3.829863, -4.728720], [5.454071, -3.729739, -4.030407], [4.829024, -3.783781, -2.359588], [4.065447, -4.734850, -3.606678], [1.885803, -1.675824, -2.734032], [1.995138, -3.423780, -2.516897], [3.074389, -2.373724, -1.628772], [2.266499, 0.312136, -4.261639], [0.444913, 1.636795, -3.375631], [-2.233358, 5.533522, -4.094549], [-0.823477, 5.166829, -3.687775], [0.150612, 5.728128, -4.167621], [-0.682328, 4.185419, -2.764897], [-1.717645, 3.397895, -2.111919], [-2.174437, 6.314622, -4.846263], [-2.754100, 4.673346, -4.515574], [-2.802514, 5.902829, -3.240036], [0.278381, 3.973556, -2.539458], [-1.649121, 3.511046, -1.030843], [-1.598262, 2.349726, -2.380434], [-2.701567, 3.719837, -2.437440], [2.028519, 2.270933, 4.754769], [2.452659, 2.771037, 3.397412], [3.169811, 2.110660, 2.658492], [2.000747, 3.994857, 3.013366], [1.134833, 4.889139, 3.756455], [2.479561, 1.294346, 4.902239], [2.376693, 2.942144, 5.540383], [0.947373, 2.170394, 4.838205], [2.320562, 4.284758, 2.102913], [0.216556, 5.087583, 3.200184], [1.633116, 5.841985, 3.943835], [0.870393, 4.442270, 4.709492], [-3.792755, -8.762749, 3.999975], [-3.259823, -7.907974, 2.873746], [-3.084502, -6.708165, 3.003160], [-2.973780, -8.528777, 1.699229], [-3.117609, -9.931965, 1.364929], [-3.964879, -8.119998, 4.857062], [-4.732599, -9.238353, 3.718036], [-3.076033, -9.537094, 4.274887], [-2.611403, -7.907549, 0.993513], [-2.152833, -10.362438, 1.092020], [-3.800270, -10.058565, 0.523156], [-3.511769, -10.482309, 2.212181], [-2.083677, 9.623755, -0.706900], [-1.131079, 9.080117, 0.334697], [-1.245693, 9.360573, 1.516793], [-0.138139, 8.263150, -0.098203], [0.143101, 7.834057, -1.457646], [-2.810041, 10.251962, -0.201415], [-1.552351, 10.220013, -1.449042], [-2.606726, 8.814939, -1.218306], [0.463433, 7.933636, 0.639061], [0.100436, 6.747304, -1.533769], [1.141626, 8.155344, -1.755894], [-0.574871, 8.255744, -2.151612], [-1.372252, 3.067476, 8.434737], [-1.375872, 2.515169, 7.028873], [-0.377269, 2.013471, 6.533840], [-2.534122, 2.592122, 6.327910], [-3.805521, 3.145502, 6.753462], [-0.379318, 2.926271, 8.849023], [-1.610838, 4.131505, 8.437097], [-2.095666, 2.544527, 9.060731], [-2.472480, 2.204255, 5.400060], [-4.583910, 2.381614, 6.725302], [-4.103812, 3.965131, 6.099149], [-3.731585, 3.523852, 7.767017]],
  "forces_ev_per_a": [[-0.2, 0.0, -0.1], [0.2, 0.2, 0.1], [0.3, 0.0, 0.0], [0.0, -0.2, 0.2], [-0.3, 0.0, -0.2], [-0.1, 0.1, -0.2], [0.0, 0.0, -0.1], [0.0, 0.1, 0.1], [-0.1, 0.2, -0.1], [0.1, -0.2, 0.1], [-0.1, 0.1, 0.0], [0.2, -0.1, 0.0], [-0.1, -0.4, 0.4], [0.1, 0.0, 0.2], [0.0, 0.0, -0.1], [-0.2, -0.1, -0.2], [0.0, 0.0, 0.1], [-0.2, 0.3, -0.5], [0.0, -0.6, 0.3], [-0.2, 0.0, 0.1], [0.2, 0.1, 0.1], [-0.2, 0.0, -0.1], [0.5, -0.4, 0.8], [0.8, -0.8, 1.0], [0.4, -0.2, -0.1], [-0.1, 0.1, 0.1], [0.1, -0.2, -0.2], [-0.3, -0.1, 0.1], [0.1, 0.4, -0.2], [0.1, -0.5, 0.0], [0.1, 0.3, 0.0], [0.3, -0.3, 0.4], [-0.3, -0.1, -0.4], [0.1, 0.5, 0.1], [-0.4, 0.0, 0.2], [0.0, -0.1, 0.0], [0.2, 0.1, 0.0], [-0.2, 0.1, 0.0], [0.0, 0.1, 0.1], [0.1, -0.1, 0.0], [0.1, 0.0, -0.1], [-0.2, -0.1, 0.0], [-0.1, -0.1, 0.0], [-0.1, 0.1, -0.1], [-0.1, 0.0, 0.0], [0.2, 0.0, 0.1], [0.0, 0.0, 0.1], [0.0, -0.1, 0.0], [-0.1, 0.0, 0.0], [0.0, 0.2, 0.0], [0.1, 0.1, 0.0], [0.0, 0.0, 0.0], [0.1, 0.0, -0.1], [0.0, -0.1, 0.0], [0.1, -0.2, 0.0], [0.1, 0.1, 0.0], [0.1, 0.0, 0.1], [0.0, 0.0, 0.1], [0.0, 0.1, 0.0], [-0.2, 0.2, 0.0], [0.0, 0.0, -0.1], [0.0, -0.2, 0.0], [0.0, 0.0, 0.1], [0.0, -0.1, 0.0], [0.0, 0.0, -0.1], [0.0, 0.1, 0.0], [0.0, -0.1, -0.1], [-0.1, 0.0, 0.0], [0.1, -0.3, -0.1], [0.1, 0.0, 0.0], [0.2, 0.1, 0.0], [0.0, -0.1, 0.0], [-0.1, 0.0, 0.0], [0.0, 0.0, 0.0], [0.0, 0.2, 0.0], [0.1, -0.1, 0.0], [0.0, 0.0, 0.0], [0.0, 0.1, -0.1], [-0.2, -0.3, 0.1], [0.1, 0.2, 0.0], [-0.3, 0.6, -0.5], [-0.2, 0.4, -0.5], [0.0, 0.0, 0.0], [0.0, 0.0, 0.0], [0.0, -0.1, 0.0], [-0.3, 0.2, -0.1], [-0.5, 0.3, -0.6], [-0.2, 0.1, 0.2], [0.0, 0.1, -0.1], [0.2, -0.1, -0.2], [0.0, -0.1, 0.1], [0.0, 0.1, -0.1], [-0.1, 0.0, 0.0], [0.1, 0.0, -0.2], [0.0, 0.0, 0.0], [-0.1, 0.0, 0.0], [0.1, 0.1, 0.0], [0.0, 0.0, 0.0], [0.0, 0.0, 0.0], [0.0, 0.0, 0.1], [0.0, 0.0, 0.0], [0.0, 0.0, 0.0], [0.0, 0.0, 0.0], [0.0, 0.1, 0.0], [0.0, -0.1, 0.0], [0.1, 0.2, -0.1], [0.0, 0.0, 0.0], [0.0, -0.1, 0.0], [0.0, 0.0, 0.0], [0.0, 0.0, 0.0], [0.0, 0.0, 0.0], [0.0, 0.0, 0.0], [0.0, 0.0, 0.0], [0.0, 0.0, 0.1], [0.0, 0.0, 0.0], [0.0, 0.0, 0.1], [-0.1, 0.0, -0.1], [0.2, -0.1, 0.2], [0.0, 0.0, 0.0], [0.0, 0.0, 0.0], [0.0, 0.0, -0.1], [0.0, 0.0, 0.0], [0.0, 0.0, -0.1], [0.0, 0.0, -0.1], [0.0, 0.0, 0.0], [0.1, 0.0, 0.0], [0.0, 0.0, 0.0], [-0.2, 0.0, 0.1], [-0.1, 0.0, 0.0], [0.1, -0.1, -0.2], [0.0, 0.0, 0.0], [0.0, 0.0, 0.0], [0.0, 0.0, 0.0], [0.0, 0.0, 0.0], [0.0, 0.0, 0.1], [0.0, 0.0, 0.0], [0.0, 0.0, 0.0]],
  "lumo_ev": -1.09,
  "energy_ha": -3714.805255
}

{
  "formula": "C29H27FN4O4",
  "method": "ωB97M-V/def2-TZVPD",
  "elements": ["N", "C", "O", "C", "C", "N", "C", "O", "C", "C", "C", "C", "C", "C", "C", "C", "C", "C", "C", "C", "C", "C", "C", "N", "C", "C", "C", "C", "C", "C", "F", "C", "C", "C", "N", "O", "O", "C", "H", "H", "H", "H", "H", "H", "H", "H", "H", "H", "H", "H", "H", "H", "H", "H", "H", "H", "H", "H", "H", "H", "H", "H", "H", "H", "H"],
  "xyz": [[1.758949, 1.623291, -3.645227], [1.373318, 2.155261, -2.475351], [0.197946, 2.252040, -2.169732], [2.494304, 2.671073, -1.579539], [2.233720, 2.279828, -0.116111], [1.021537, 2.941431, 0.317301], [0.834182, 3.492230, 1.528277], [1.704288, 3.606496, 2.367128], [-0.607844, 3.967020, 1.733749], [-1.571893, 2.878755, 1.354712], [-2.309595, 2.988592, 0.201780], [-3.169045, 1.965187, -0.219026], [-3.280895, 0.818803, 0.513367], [-2.539307, 0.656178, 1.702205], [-2.629402, -0.529577, 2.462505], [-1.900298, -0.688531, 3.606746], [-1.055226, 0.341199, 4.046108], [-0.948138, 1.504163, 3.334100], [-1.675908, 1.697158, 2.138858], [2.075437, 0.781702, 0.070424], [1.455138, 0.313143, 1.238071], [1.185863, -1.013565, 1.424847], [1.521474, -1.988483, 0.463606], [1.214700, -3.293473, 0.664656], [-0.049889, -3.710649, 1.222571], [-1.053378, -4.057013, 0.099024], [-0.937665, -3.090018, -1.049326], [-1.183099, -1.732112, -0.869580], [-1.006385, -0.832759, -1.905839], [-0.587705, -1.316529, -3.131331], [-0.410559, -0.451798, -4.157518], [-0.339048, -2.658148, -3.346591], [-0.510997, -3.538475, -2.293855], [2.226735, -1.521902, -0.672281], [2.611180, -2.369623, -1.731266], [2.960703, -1.860353, -2.784493], [2.561262, -3.588035, -1.574294], [2.482539, -0.153910, -0.846179], [2.720604, 1.447964, -3.876293], [1.051418, 1.220296, -4.240751], [3.466343, 2.308853, -1.909618], [2.495939, 3.761812, -1.644418], [3.046899, 2.643332, 0.527025], [0.246048, 2.833281, -0.330972], [-0.723573, 4.272381, 2.774303], [-0.768990, 4.842085, 1.101128], [-2.229980, 3.880212, -0.403506], [-3.731706, 2.090893, -1.131729], [-3.933121, 0.019187, 0.191930], [-3.295200, -1.311055, 2.121155], [-1.975214, -1.599891, 4.183371], [-0.488379, 0.210057, 4.956256], [-0.292264, 2.282480, 3.691762], [1.194310, 1.013496, 2.014496], [0.718037, -1.323767, 2.345166], [1.576303, -3.915942, -0.056408], [0.113386, -4.589969, 1.851808], [-0.455588, -2.910865, 1.840872], [-2.062465, -4.038020, 0.514738], [-0.854219, -5.065878, -0.265190], [-1.508297, -1.365177, 0.091667], [-1.173049, 0.224327, -1.770889], [-0.002451, -2.997357, -4.312984], [-0.301564, -4.586853, -2.445123], [3.019775, 0.115520, -1.740293]],
  "forces_ev_per_a": [[0.0, -0.2, -0.5], [0.6, 0.2, -0.1], [-0.5, 0.1, 0.1], [-0.2, -0.1, 0.3], [0.2, 0.1, 0.0], [-0.1, 0.0, -0.3], [-0.3, 0.2, -0.2], [0.3, 0.0, 0.4], [0.1, -0.1, 0.2], [-0.3, 0.2, -0.3], [0.2, 0.1, 0.3], [-0.2, -0.4, 0.0], [-0.1, 0.2, -0.2], [0.2, 0.2, 0.1], [0.0, -0.1, 0.1], [-0.2, -0.2, -0.1], [0.1, 0.2, 0.0], [0.0, 0.0, 0.2], [-0.2, -0.2, -0.1], [0.1, -0.2, 0.0], [0.0, -0.2, -0.2], [0.0, 0.1, 0.0], [0.5, 0.1, -0.4], [0.3, -0.7, -0.1], [-0.2, -0.1, 0.0], [0.1, 0.2, 0.1], [-0.1, -0.2, 0.0], [-0.1, -0.2, -0.2], [0.0, 0.1, -0.2], [0.0, -0.2, 0.2], [0.0, 0.0, -0.1], [0.0, 0.3, -0.1], [-0.1, 0.1, 0.1], [-0.4, 0.7, 1.1], [0.1, -0.4, -0.7], [0.1, -0.1, -0.1], [0.2, -0.1, -0.1], [0.0, 0.0, 0.1], [0.0, 0.0, 0.1], [0.0, 0.0, 0.1], [0.0, 0.0, 0.0], [0.0, -0.1, 0.0], [-0.1, 0.0, -0.2], [0.0, 0.0, 0.2], [0.1, 0.0, -0.1], [0.0, 0.0, 0.0], [0.1, 0.1, 0.0], [-0.1, 0.0, -0.1], [-0.1, -0.1, 0.0], [-0.1, -0.1, 0.0], [0.0, -0.1, 0.0], [0.1, 0.0, 0.1], [0.1, 0.1, 0.0], [0.0, 0.0, 0.1], [-0.1, 0.0, 0.1], [-0.1, 0.4, 0.2], [-0.1, 0.1, 0.1], [0.0, -0.1, 0.0], [-0.1, -0.1, 0.0], [-0.1, 0.0, 0.0], [0.0, 0.1, 0.1], [0.0, 0.1, 0.0], [0.0, 0.0, -0.1], [0.0, -0.1, 0.0], [0.0, 0.0, 0.0]],
  "lumo_ev": -0.31,
  "energy_ha": -1741.157527,
  "smiles": "NC(=O)C[C@@H](NC(=O)Cc1cccc2ccccc12)c1ccc(NCCc2ccc(F)cc2)c([N+](=O)[O-])c1"
}

{
  "formula": "C3H11N3O",
  "method": "ωB97M-V/def2-TZVPD",
  "elements": ["C", "C", "C", "O", "H", "H", "H", "H", "H", "H", "N", "N", "N", "H", "H", "H", "H", "H"],
  "xyz": [[-0.988980, 1.754097, 1.378359], [0.049150, 0.645329, 1.340902], [1.003681, 0.689107, -0.265696], [0.774829, 1.619754, -1.000652], [-1.854490, 1.516877, 0.755560], [-1.394135, 1.918585, 2.379189], [-0.555072, 2.684614, 1.005351], [-0.367068, -0.310208, 1.691628], [0.878432, 0.833714, 2.024709], [2.006844, 0.336703, 0.004681], [-0.670701, -1.147725, -1.912905], [0.192663, -1.056664, -0.780272], [1.302613, -1.931132, -0.791631], [-1.381618, -1.877878, -1.874019], [-1.283021, -0.328247, -1.815644], [-0.397305, -0.450838, -0.013101], [1.656133, -2.074871, -1.737972], [1.028044, -2.821217, -0.388486]],
  "forces_ev_per_a": [[0.0, -0.1, -0.2], [1.1, 0.5, -1.1], [-1.2, 2.2, 2.4], [0.0, -0.6, 0.0], [0.0, 0.0, -0.2], [0.2, 0.0, 0.1], [-0.1, -0.1, 0.0], [0.1, 0.0, -0.3], [0.0, 0.2, 0.0], [-0.1, -0.7, -0.5], [-0.5, 0.8, -0.8], [-2.1, 1.2, -0.2], [-0.9, -0.1, 1.5], [0.5, -0.6, 0.6], [0.6, 0.2, -0.5], [2.8, -3.4, -0.8], [-0.5, 0.5, 0.1], [0.1, -0.1, -0.3]],
  "lumo_ev": 0.82,
  "energy_ha": -360.211074,
  "smiles": "CCC=O.NNN"
}

{
  "formula": "C2H7NO4P",
  "method": "ωB97M-V/def2-TZVPD",
  "elements": ["C", "C", "N", "O", "O", "O", "O", "P", "H", "H", "H", "H", "H", "H", "H"],
  "xyz": [[1.646345, -0.022483, 1.311859], [2.210452, -0.583015, 0.032280], [1.240420, -0.816675, -0.835068], [-1.265312, -0.613445, 0.306267], [-3.548298, -1.479727, 0.686374], [-3.203931, 0.519197, -0.873318], [3.355416, -0.875769, -0.178608], [-2.585791, -0.042074, 0.663397], [0.839764, 0.701847, 1.045507], [1.045814, -0.856896, 1.680516], [2.270773, 0.397592, 2.100741], [1.518198, -1.185774, -1.710527], [-4.079028, 0.828451, -0.960152], [0.183152, -0.844951, -0.544584], [-2.853289, -2.222853, 0.727129]],
  "forces_ev_per_a": [[-1.5, 0.5, 0.1], [-1.0, 0.4, 1.2], [-3.2, -0.1, -0.3], [1.9, -0.5, -0.5], [1.6, -1.1, 0.5], [2.3, -0.7, 0.3], [2.5, -0.1, -0.2], [-2.8, 0.2, -0.6], [0.7, -0.3, 0.3], [0.1, 0.1, 0.5], [0.4, -0.3, -0.5], [0.2, -0.5, -0.6], [-1.5, 0.4, 0.4], [1.9, 0.5, -0.4], [-1.5, 1.7, -0.2]],
  "lumo_ev": 3.91,
  "energy_ha": -777.629168,
  "total_charge": -1
}

no.,HOMO (eV)
1,-7.64
2,-8.53
3,-8.15
4,-8.42
5,-4.06